[1]
C28H29N3O5 | ωB97M-V/def2-TZVPD

Calculated values
- LUMO energy (eV) = 0.6
- net charge = 0
- energy relative to the best compared isomer or geometry (same formula, charge and spin) (eV) = 2.245
- total energy (Eh) = -1624.83102
- 2S+1 = 1
- Kohn-Sham gap (eV) = 8.19

Structure (XYZ):
```
65
Properties=species:S:1:pos:R:3:forces:R:3:lowdin_charge:R:1
C -2.029 3.056 -6.767 -0.143 0.275 -0.362 -0.08
O -1.485 1.997 -6.012 0.129 -0.120 0.281 -0.07
C -1.464 2.029 -4.650 0.029 -0.102 0.102 -0.19
C -1.022 0.845 -4.067 -0.098 0.205 -0.060 0.01
C -0.935 0.689 -2.699 -0.150 0.214 0.112 -0.01
C -1.281 1.749 -1.883 -0.039 0.025 -0.493 -0.20
N -1.214 1.618 -0.460 -0.116 0.104 -0.499 0.12
C 0.035 1.392 0.092 0.421 -0.084 0.526 -0.34
O 1.021 1.394 -0.646 0.018 -0.024 -0.100 0.05
C 0.096 1.117 1.515 0.289 0.028 -0.205 -0.08
C 1.255 0.564 2.019 -0.172 0.378 -0.221 -0.05
N 2.422 0.515 1.369 0.047 0.241 -0.226 0.03
C 3.296 -0.595 1.611 -0.012 -0.404 -0.170 -0.11
C 2.656 -1.860 0.977 0.165 -0.019 0.046 -0.21
C 3.514 -3.071 1.171 0.290 0.430 0.657 -0.25
C 4.317 -3.486 2.195 -0.345 0.325 -0.450 -0.03
C 4.852 -4.737 1.800 -0.131 -0.276 -0.467 -0.05
C 4.339 -4.988 0.567 0.509 -0.433 0.579 -0.11
O 3.532 -3.988 0.178 -0.302 0.148 -0.361 0.05
N 1.296 -1.954 1.490 0.117 -0.129 -0.152 -0.14
C 0.288 -2.455 0.576 -0.199 -0.092 -0.141 -0.16
C 0.232 -3.978 0.791 -0.045 0.056 -0.096 -0.15
C 0.687 -4.157 2.248 0.055 0.007 0.074 -0.14
C 1.094 -2.737 2.697 -0.065 -0.071 0.196 -0.16
C -1.090 1.290 2.321 -0.387 0.068 0.026 -0.12
C -1.085 1.202 3.720 -0.009 -0.029 0.012 -0.03
C -2.242 1.372 4.449 0.042 -0.048 -0.005 -0.08
C -3.449 1.645 3.814 -0.098 0.017 -0.012 -0.08
C -3.475 1.755 2.442 0.044 0.000 -0.052 -0.01
C -2.310 1.586 1.694 0.044 -0.057 0.518 -0.08
C -2.408 1.727 0.239 -0.331 -0.033 -0.024 -0.35
O -3.454 1.933 -0.346 0.095 -0.025 0.159 0.10
C -1.713 2.943 -2.437 0.107 -0.084 -0.007 0.06
C -1.822 3.103 -3.812 0.022 0.000 -0.069 -0.17
O -2.257 4.271 -4.386 0.163 -0.358 -0.118 -0.12
C -2.729 5.296 -3.547 -0.066 0.154 0.107 -0.08
H -1.961 2.726 -7.804 -0.022 0.040 0.060 0.09
H -1.461 3.979 -6.641 -0.069 -0.084 -0.035 0.09
H -3.075 3.238 -6.512 0.073 0.000 -0.030 0.10
H -0.756 0.039 -4.732 0.024 -0.083 -0.094 0.12
H -0.600 -0.243 -2.271 0.053 -0.083 0.050 0.11
H 1.270 0.178 3.029 -0.010 -0.047 0.059 0.12
H 2.329 0.830 0.394 0.040 0.012 0.249 0.11
H 3.404 -0.740 2.689 0.087 -0.016 0.019 0.12
H 4.275 -0.402 1.172 -0.007 -0.024 0.109 0.13
H 2.579 -1.681 -0.102 0.028 0.017 0.106 0.16
H 4.517 -2.973 3.113 -0.015 0.192 0.178 0.11
H 5.524 -5.355 2.359 0.147 -0.186 0.050 0.10
H 4.465 -5.809 -0.110 -0.037 -0.058 -0.165 0.12
H 0.511 -2.175 -0.453 -0.011 0.087 -0.009 0.12
H -0.665 -1.997 0.861 -0.048 -0.013 -0.097 0.12
H -0.768 -4.370 0.617 -0.031 -0.054 -0.052 0.11
H 0.919 -4.476 0.108 -0.038 -0.020 -0.007 0.10
H 1.535 -4.839 2.313 0.012 -0.032 0.018 0.10
H -0.109 -4.550 2.878 0.008 -0.049 0.050 0.10
H 1.984 -2.733 3.324 -0.031 0.045 0.080 0.11
H 0.271 -2.274 3.251 0.046 -0.017 0.093 0.12
H -0.161 1.017 4.245 0.092 0.006 0.070 0.10
H -2.208 1.300 5.527 0.023 -0.005 0.080 0.10
H -4.350 1.777 4.392 -0.076 0.020 0.034 0.10
H -4.388 1.976 1.910 -0.060 0.012 -0.035 0.12
H -1.975 3.748 -1.771 -0.058 0.082 0.020 0.12
H -3.545 4.947 -2.905 0.033 0.011 -0.004 0.10
H -3.102 6.070 -4.218 0.014 -0.014 0.100 0.09
H -1.928 5.713 -2.927 -0.041 -0.026 -0.002 0.10
```
Forces are in eV/Å.

=====

[2]
C30H45AlCl2N2P | ωB97M-V/def2-TZVPD

Calculated values
- LUMO energy (eV) = 2.2
- net charge = -1
- total energy (Eh) = -2784.02863
- 2S+1 = 1
- Kohn-Sham gap (eV) = 3.69

Structure (XYZ):
```
81
Properties=species:S:1:pos:R:3:forces:R:3:lowdin_charge:R:1
P 0.126 -0.596 -0.925 -0.005 0.025 -1.585 1.03
C 1.681 0.012 -1.865 -0.593 -0.376 0.440 -0.44
C 1.887 -0.400 -3.327 0.022 0.232 -0.185 -0.22
C 3.262 0.028 -3.840 0.087 -0.198 0.201 -0.20
C 3.593 1.499 -3.564 -0.122 0.085 -0.078 -0.21
C 3.214 1.987 -2.159 0.018 -0.101 0.133 -0.20
C 1.820 1.531 -1.718 0.236 -0.036 -0.061 -0.22
C -1.290 0.262 -1.825 0.532 -0.239 0.422 -0.45
C -1.129 0.385 -3.332 -0.332 0.227 -0.138 -0.23
C -2.403 0.916 -3.980 -0.073 -0.059 0.078 -0.20
C -2.891 2.216 -3.328 0.148 0.096 -0.080 -0.21
C -2.851 2.223 -1.793 -0.033 -0.110 0.184 -0.19
C -1.568 1.631 -1.194 -0.171 0.017 -0.139 -0.22
C -0.036 -2.265 -1.779 0.020 0.263 -0.119 -0.47
C 1.173 -3.143 -1.423 -0.183 -0.174 0.086 -0.22
C 1.078 -4.531 -2.068 0.003 0.119 -0.175 -0.21
C -0.264 -5.235 -1.842 -0.022 0.138 0.301 -0.21
C -1.477 -4.332 -2.095 0.041 0.169 -0.207 -0.21
C -1.378 -2.938 -1.460 0.095 -0.208 0.202 -0.22
H 2.462 -0.475 -1.251 0.012 0.287 -0.189 0.09
H 1.141 0.085 -3.963 0.222 -0.144 0.152 0.09
H 1.755 -1.480 -3.474 0.154 0.261 0.021 0.09
H 3.296 -0.158 -4.920 0.177 -0.008 0.078 0.10
H 4.020 -0.615 -3.376 0.051 0.053 -0.004 0.11
H 4.667 1.652 -3.720 -0.100 0.092 -0.069 0.10
H 3.075 2.123 -4.304 -0.017 -0.041 0.039 0.11
H 3.946 1.610 -1.433 -0.074 0.046 -0.042 0.11
H 3.256 3.081 -2.127 0.142 -0.099 0.013 0.11
H 1.634 1.840 -0.679 0.032 -0.069 -0.229 0.09
H 1.067 2.033 -2.345 0.179 -0.115 0.129 0.10
H -2.149 -0.395 -1.611 0.085 0.289 0.013 0.09
H -3.180 0.145 -3.910 -0.014 0.050 0.015 0.11
H -0.855 -0.576 -3.792 -0.086 0.289 0.075 0.10
H -0.326 1.101 -3.541 -0.191 -0.122 0.025 0.09
H -2.207 1.085 -5.045 -0.198 -0.007 0.033 0.10
H -3.915 2.413 -3.663 0.102 0.127 0.009 0.10
H -2.271 3.042 -3.700 -0.008 -0.045 0.027 0.11
H -2.974 3.249 -1.428 -0.119 -0.117 -0.044 0.11
H -3.699 1.638 -1.413 0.052 0.061 -0.003 0.11
H -1.666 1.531 -0.102 -0.002 0.098 -0.299 0.09
H -0.721 2.309 -1.375 -0.233 -0.134 0.052 0.10
H -0.025 -2.091 -2.871 0.043 -0.197 0.328 0.09
H 2.105 -2.664 -1.761 -0.248 -0.103 0.150 0.09
H 1.258 -3.235 -0.328 -0.114 0.016 -0.167 0.12
H 1.240 -4.423 -3.147 -0.025 0.040 -0.005 0.11
H 1.896 -5.157 -1.698 -0.051 -0.050 -0.044 0.10
H -0.302 -5.588 -0.804 -0.003 -0.024 -0.034 0.11
H -0.328 -6.115 -2.494 0.011 0.045 0.192 0.10
H -2.392 -4.823 -1.747 0.065 -0.048 -0.037 0.10
H -1.594 -4.200 -3.178 0.031 -0.006 -0.011 0.11
H -2.206 -2.327 -1.850 0.232 -0.193 0.131 0.10
H -1.529 -2.990 -0.371 0.116 -0.039 -0.185 0.09
Al -0.132 0.085 2.624 -0.457 2.115 1.679 -0.54
Cl -1.820 -0.891 1.688 -0.313 -0.458 0.008 0.24
Cl 1.806 -0.174 1.761 0.785 -0.342 0.068 0.26
C -0.509 1.777 3.563 0.470 -1.017 -0.209 -0.20
H -0.827 1.688 4.613 -0.113 -0.330 -0.131 -0.01
C -0.448 3.130 3.194 -0.345 -0.221 -0.090 -0.39
C -1.065 4.147 4.021 0.379 0.251 -0.611 -0.10
C -1.216 5.445 3.556 0.365 -0.623 -0.229 -0.16
C -0.717 5.810 2.286 -0.101 0.199 0.133 -0.18
C -0.008 4.868 1.520 -0.242 -0.064 0.381 -0.16
C 0.153 3.563 1.961 -0.245 0.416 0.176 -0.11
H -1.446 3.833 4.997 0.015 0.173 -0.293 0.08
H -1.731 6.178 4.175 0.065 -0.019 -0.103 0.08
H 0.408 5.177 0.562 0.016 -0.052 0.063 0.08
H 0.729 2.832 1.384 -0.227 0.232 0.092 0.06
H -0.873 6.824 1.923 0.100 -0.124 -0.010 0.06
N 0.081 -2.869 8.089 0.059 -0.399 0.679 0.11
C 0.063 -2.265 6.870 -0.135 0.544 -0.611 -0.32
C 1.223 -2.178 6.069 -0.256 0.163 -0.136 -0.01
C 1.162 -1.546 4.835 -0.882 0.053 0.049 -0.09
N 0.013 -1.010 4.333 0.125 -0.742 0.930 -0.03
C -1.101 -1.071 5.119 0.562 -0.100 -0.182 -0.11
C -1.116 -1.664 6.372 0.477 -0.025 -0.206 -0.01
H 0.913 -3.323 8.446 -0.326 0.260 -0.285 0.10
H -0.751 -2.939 8.660 0.316 0.101 -0.373 0.10
H 2.171 -2.582 6.424 -0.243 0.079 -0.119 0.11
H 2.054 -1.465 4.209 -0.377 0.073 0.086 0.09
H -2.009 -0.609 4.719 0.450 -0.138 -0.009 0.11
H -2.029 -1.646 6.965 0.186 -0.065 -0.153 0.11
```
Forces are in eV/Å.

=====

[3]
C2H7O2 | ωB97M-V/def2-TZVPD

Calculated values
- LUMO energy (eV) = -5.1
- net charge = +1
- energy relative to the best compared isomer or geometry (same formula, charge and spin) (eV) = 0.313
- total energy (Eh) = -230.58928
- 2S+1 = 1
- Kohn-Sham gap (eV) = 12.20

Structure (XYZ):
```
11
Properties=species:S:1:pos:R:3:forces:R:3:lowdin_charge:R:1
O 2.018 -0.360 0.399 0.690 -0.162 0.418 0.06
H 1.151 0.106 -0.512 -0.294 0.799 0.397 0.07
H 2.922 -0.495 0.057 -0.328 0.035 0.333 0.13
H 2.076 0.028 1.298 0.065 -0.240 -0.709 0.14
O 0.411 0.628 -1.123 0.280 -1.106 0.264 0.18
C -0.776 0.419 -0.830 -0.964 0.984 -1.196 -0.10
C -1.399 -0.205 0.335 -0.972 -0.019 0.496 0.00
H -1.452 0.822 -1.597 0.020 0.090 0.267 0.16
H -1.425 0.493 1.184 0.975 -0.117 0.123 0.13
H -1.037 -1.203 0.573 0.292 0.168 0.296 0.12
H -2.489 -0.234 0.216 0.235 -0.433 -0.690 0.11
```
Forces are in eV/Å.

=====

[4]
C3H2FN | ωB97M-V/def2-TZVPD

Calculated values
- LUMO energy (alpha / beta) (eV) = 0.0 / -0.1
- net charge = 0
- energy relative to the best compared isomer or geometry (same formula, charge and spin) (eV) = 7.907
- total energy (Eh) = -269.80647
- 2S+1 = 1
- Kohn-Sham gap (alpha / beta) (eV) = 8.91 / 8.90

Structure (XYZ):
```
7
Properties=species:S:1:pos:R:3:forces:R:3:lowdin_charge:R:1
C -1.183 1.018 0.150 0.636 1.275 -1.363 0.05
C -1.852 -0.126 0.104 0.079 1.082 0.182 -0.33
C -0.511 -0.203 0.441 -0.030 -0.422 0.595 0.05
N 1.715 -1.127 -0.149 0.402 0.086 -0.512 0.04
F -3.000 -0.685 -0.114 0.034 -0.249 -0.030 0.15
H -0.946 2.107 -0.132 -0.667 -1.878 0.872 0.14
H 2.149 -1.853 0.455 -0.453 0.105 0.256 -0.10
```
Forces are in eV/Å.

=====

[5]
C20H27BrNO2Sm | ωB97M-V/def2-TZVPD

Calculated values
- LUMO energy (alpha / beta) (eV) = -0.2 / -0.2
- net charge = 0
- total energy (Eh) = -4215.30469
- 2S+1 = 6
- Kohn-Sham gap (alpha / beta) (eV) = 6.48 / 6.52

Structure (XYZ):
```
52
Properties=species:S:1:pos:R:3:forces:R:3:lowdin_charge:R:1
Sm -0.437 -0.450 -0.507 0.399 -2.457 -3.995 1.44
Br 1.102 1.347 0.884 1.802 6.445 -3.771 1.07
C 0.845 2.668 -0.523 0.825 2.202 -0.486 -0.45
C 1.507 3.876 -0.241 -0.560 -1.704 0.273 -0.15
C 1.442 4.942 -1.126 -0.637 0.452 -1.405 -0.09
C 0.716 4.815 -2.305 0.931 0.823 1.032 -0.03
C 0.041 3.626 -2.625 0.312 0.780 -0.019 -0.20
C -0.676 3.568 -3.836 -0.884 -0.971 -0.832 -0.04
C -1.371 2.424 -4.223 0.429 1.530 -0.387 -0.09
C -1.361 1.313 -3.401 0.842 0.127 1.407 -0.14
C -0.654 1.367 -2.203 0.260 -1.455 1.815 -0.21
C 0.081 2.510 -1.745 -0.572 -0.494 -0.675 -0.23
H 2.080 3.994 0.676 -0.128 -0.177 -0.123 0.09
H 1.957 5.872 -0.900 -0.077 -0.171 -0.017 0.10
H 0.681 5.666 -2.983 -0.073 -0.220 0.025 0.11
H -0.698 4.431 -4.501 0.140 -0.057 0.282 0.11
H -1.915 2.407 -5.163 0.077 0.119 0.042 0.10
H -1.893 0.407 -3.675 0.023 0.034 0.033 0.09
O -1.788 -0.750 1.273 -0.441 0.069 1.157 -0.09
C -1.390 -1.286 2.299 0.045 -0.373 1.873 -0.43
C -2.221 -1.365 3.552 -1.115 -0.087 -0.372 -0.09
C -1.549 -0.632 4.723 0.179 0.037 0.188 -0.18
C -0.665 0.569 4.332 0.164 -0.165 0.111 -0.17
C 0.756 0.183 3.872 0.000 0.201 -0.035 -0.18
C 0.847 -0.570 2.538 0.877 -1.297 1.733 -0.34
N -0.079 -1.678 2.503 -0.715 -0.343 -0.912 0.08
H -2.411 -2.414 3.804 0.022 0.060 -0.005 0.13
H -3.192 -0.902 3.340 0.158 -0.208 -0.077 0.13
H -0.952 -1.345 5.305 0.014 0.164 -0.039 0.11
H -2.341 -0.285 5.398 0.128 -0.118 -0.184 0.12
H -0.557 1.204 5.221 -0.030 -0.075 -0.221 0.12
H -1.162 1.184 3.571 -0.011 -0.041 0.028 0.12
H 1.217 -0.430 4.657 -0.015 0.040 -0.069 0.12
H 1.362 1.094 3.794 -0.014 -0.123 0.043 0.10
H 1.855 -0.975 2.403 -0.073 0.211 -0.158 0.14
H 0.635 0.111 1.706 -1.205 -3.680 2.759 -0.26
H 0.062 -2.345 3.251 -0.243 0.152 0.111 0.15
C -0.048 -3.512 -0.920 0.133 -1.153 0.274 -0.11
C 0.976 -2.703 -1.730 -0.249 -2.026 -1.466 -0.87
C 0.320 -2.153 -3.005 0.389 -0.283 -1.092 -0.11
C 2.173 -3.593 -2.099 0.040 -0.594 -0.371 -0.05
O 1.403 -1.692 -0.996 0.212 3.934 2.832 -0.36
H -0.422 -4.361 -1.504 -0.209 0.131 0.110 0.09
H -0.918 -2.906 -0.633 0.095 -0.366 -0.246 -0.04
H 0.386 -3.918 0.004 0.335 0.079 -0.196 0.08
H -0.046 -2.971 -3.637 -0.176 0.143 0.028 0.09
H 1.022 -1.565 -3.609 0.195 -0.195 0.274 0.09
H -0.540 -1.508 -2.780 0.233 -0.348 -0.252 -0.05
H 1.850 -4.444 -2.710 0.046 0.025 0.022 0.08
H 2.672 -4.001 -1.210 -0.223 0.202 -0.006 0.08
H 2.930 -3.046 -2.676 -0.278 0.107 0.147 0.08
H -1.635 -1.778 -1.640 -1.382 1.110 0.813 -0.08
```
Forces are in eV/Å.

=====

[6]
C5H11NO | ωB97M-V/def2-TZVPD

Calculated values
- LUMO energy (eV) = 0.9
- net charge = 0
- energy relative to the best compared isomer or geometry (same formula, charge and spin) (eV) = 0.507
- total energy (Eh) = -327.11272
- 2S+1 = 1
- Kohn-Sham gap (eV) = 10.20

Structure (XYZ):
```
18
Properties=species:S:1:pos:R:3:forces:R:3:lowdin_charge:R:1
C 1.513 0.761 0.649 0.002 0.119 -0.017 -0.07
C 0.732 -0.281 -0.148 0.120 0.209 -0.095 -0.39
C 0.463 -1.522 0.697 -0.185 -0.097 0.001 -0.05
N -0.534 0.273 -0.686 -0.120 -0.184 0.060 -0.12
C -1.265 1.275 0.053 -0.150 0.114 0.089 -0.07
C -1.183 -0.462 -1.634 0.236 -0.194 0.188 -0.33
O -0.680 -1.424 -2.180 -0.240 0.045 -0.198 0.01
H 0.965 1.094 1.539 0.079 -0.112 -0.130 0.08
H 2.461 0.329 0.990 -0.208 0.032 -0.104 0.08
H 1.745 1.642 0.047 -0.009 -0.033 0.000 0.08
H 1.315 -0.561 -1.032 -0.077 -0.049 0.198 0.14
H -0.119 -2.231 0.109 0.098 -0.100 0.068 0.07
H 1.398 -2.005 1.012 -0.230 0.179 -0.080 0.09
H -0.120 -1.263 1.591 0.165 -0.012 -0.087 0.08
H -1.508 0.938 1.069 0.027 0.084 -0.079 0.09
H -0.712 2.217 0.114 -0.091 -0.159 -0.010 0.09
H -2.202 1.461 -0.478 0.070 0.066 0.135 0.08
H -2.231 -0.139 -1.847 0.514 0.092 0.060 0.14
```
Forces are in eV/Å.